Entry 1:
{"formula": "C18H38FNO8", "method": "ωB97M-V/def2-TZVPD", "species": ["C", "C", "C", "O", "C", "O", "N", "F", "C", "C", "C", "C", "O", "C", "C", "O", "H", "H", "H", "H", "H", "H", "H", "H", "H", "H", "H", "H", "H", "H", "H", "H", "H", "H", "C", "O", "C", "C", "O", "C", "H", "H", "H", "H", "H", "H", "H", "H", "H", "H", "C", "O", "C", "C", "O", "C", "H", "H", "H", "H", "H", "H", "H", "H", "H", "H"], "positions_angstrom": [[-0.8243, 0.8525, 1.9598], [-1.0868, 0.4532, 0.4996], [-0.1161, 1.0648, -0.5258], [0.4125, 2.3509, -0.1686], [-0.1863, 3.3768, -0.8069], [0.2292, 3.7770, -1.8099], [-1.3273, 3.9432, -0.2038], [-1.6821, 5.0497, -0.9690], [-1.1103, 4.3807, 1.1720], [-2.3645, 4.3424, 2.0802], [-3.7264, 4.3534, 1.3618], [-4.3904, 2.9812, 1.2480], [-3.7062, 2.2256, 0.2312], [-4.4941, 1.5345, -0.6218], [-5.7382, 0.8051, -0.1618], [-4.1709, 1.4558, -1.7306], [-0.2312, 0.0740, 2.4317], [-0.3618, 1.8238, 2.0851], [-1.7789, 0.8857, 2.4832], [-0.9976, -0.6296, 0.4475], [-2.1010, 0.6802, 0.1989], [0.6723, 0.3391, -0.6943], [-0.6463, 1.1671, -1.4725], [-0.3484, 3.7498, 1.6140], [-0.7440, 5.4045, 1.1281], [-2.3263, 5.2562, 2.6688], [-2.3331, 3.5281, 2.7988], [-4.4047, 4.9236, 2.0005], [-3.7110, 4.8761, 0.4114], [-5.4557, 3.0763, 1.0725], [-4.1879, 2.4836, 2.1972], [-6.5079, 1.0232, -0.8898], [-5.5359, -0.2548, -0.2671], [-6.0574, 1.0309, 0.8479], [3.7396, -2.2348, -2.7973], [2.5878, -1.4094, -2.8138], [2.6329, -0.4114, -3.8279], [1.7876, -0.7958, -5.0236], [2.3184, -1.9279, -5.6988], [1.6329, -3.1288, -5.3909], [3.5273, -3.0918, -2.1585], [3.9930, -2.5968, -3.7962], [4.5918, -1.6882, -2.3790], [3.6643, -0.2128, -4.1330], [2.2282, 0.5073, -3.3918], [1.7924, 0.0347, -5.7360], [0.7515, -0.9742, -4.7206], [0.6594, -3.1486, -5.8926], [1.4894, -3.2487, -4.3145], [2.2328, -3.9602, -5.7589], [3.4113, -5.1704, 2.7397], [3.8397, -3.8871, 2.3183], [2.8578, -3.1946, 1.5606], [2.1403, -2.1539, 2.3946], [1.3559, -2.7536, 3.4161], [1.9724, -2.7013, 4.6913], [4.1185, -5.5296, 3.4862], [2.4151, -5.1387, 3.1870], [3.4107, -5.8665, 1.8940], [2.1412, -3.8947, 1.1206], [3.3806, -2.6883, 0.7429], [1.4525, -1.6009, 1.7462], [2.8522, -1.4398, 2.8192], [1.9203, -1.6847, 5.0957], [3.0155, -3.0231, 4.6500], [1.4257, -3.3701, 5.3547]], "nbo_charge": [-0.612, -0.437, -0.069, -0.542, 0.865, -0.536, -0.072, -0.230, -0.257, -0.409, -0.421, -0.068, -0.526, 0.802, -0.743, -0.551, 0.211, 0.204, 0.205, 0.206, 0.221, 0.194, 0.193, 0.230, 0.209, 0.213, 0.205, 0.209, 0.233, 0.188, 0.175, 0.245, 0.249, 0.215, -0.255, -0.556, -0.091, -0.089, -0.552, -0.254, 0.187, 0.181, 0.168, 0.176, 0.191, 0.188, 0.175, 0.167, 0.177, 0.189, -0.254, -0.551, -0.090, -0.088, -0.553, -0.254, 0.190, 0.178, 0.167, 0.175, 0.187, 0.180, 0.177, 0.167, 0.180, 0.190], "smiles": "CCCOC(=O)N(F)CCCCOC(C)=O.COCCOC.COCCOC", "homo_lumo_gap_ev": 9.847, "homo_energy_ev": -9.193}



Entry 2:
{"formula": "C18H39BO6P", "method": "ωB97M-V/def2-TZVPD", "species": ["C", "C", "O", "O", "C", "C", "C", "C", "C", "C", "C", "C", "C", "O", "B", "O", "C", "P", "C", "C", "H", "H", "H", "H", "H", "H", "H", "H", "H", "H", "H", "H", "H", "H", "H", "H", "H", "H", "H", "H", "H", "H", "H", "H", "H", "H", "H", "H", "H", "C", "O", "C", "C", "O", "C", "H", "H", "H", "H", "H", "H", "H", "H", "H", "H"], "positions_angstrom": [[1.0303, -1.4224, -0.2843], [2.3213, -2.0234, -0.7501], [3.0887, -2.7076, -0.0855], [2.5716, -1.6994, -2.0619], [3.8718, -1.1677, -2.3228], [4.1635, 0.1388, -1.5928], [3.7911, 1.4153, -2.3737], [2.5031, 2.0301, -1.8274], [2.3635, 3.5177, -2.1268], [1.1390, 4.0858, -1.3976], [-0.1375, 3.7642, -2.1562], [-1.3865, 3.8932, -1.3010], [-1.6501, 2.6955, -0.4191], [-0.6025, 2.3671, 0.4412], [-1.0373, 1.0662, 1.0564], [-2.1351, 0.5698, 0.1376], [-1.9542, 1.3532, -1.0641], [-3.4739, 1.1789, -2.0778], [-3.6492, -0.6411, -2.1993], [-4.8683, 1.6200, -0.9519], [0.8437, -1.6832, 0.7450], [0.2082, -1.7597, -0.9057], [1.1349, -0.3462, -0.3890], [4.6309, -1.9009, -2.0626], [3.9002, -0.9871, -3.3906], [3.6535, 0.1937, -0.6343], [5.2259, 0.1346, -1.3620], [3.6426, 1.1463, -3.4161], [4.5986, 2.1363, -2.2829], [1.6552, 1.5045, -2.2590], [2.4585, 1.9016, -0.7480], [3.2696, 4.0447, -1.8362], [2.2142, 3.6182, -3.2039], [1.2736, 5.1629, -1.3345], [1.1023, 3.6294, -0.4138], [-0.0937, 2.7701, -2.5963], [-0.2153, 4.4643, -2.9903], [-2.2524, 4.0407, -1.9458], [-1.3159, 4.7677, -0.6532], [-2.5554, 2.9152, 0.1684], [-0.1400, 0.2124, 1.1214], [-1.4635, 1.2039, 2.2142], [-1.1082, 0.8746, -1.5690], [-2.7279, -1.0961, -2.5462], [-4.4393, -0.8532, -2.9144], [-3.9324, -1.0891, -1.2498], [-4.5072, 2.1068, -0.0535], [-5.4227, 0.7331, -0.6564], [-5.5469, 2.2570, -1.5074], [-1.0677, -1.9256, 3.3023], [-0.3927, -2.9939, 2.6515], [0.6916, -3.5188, 3.3942], [0.3234, -4.8093, 4.0919], [-0.6643, -4.6159, 5.0939], [-1.9697, -4.9547, 4.6657], [-2.0107, -1.7673, 2.7839], [-1.2689, -2.1577, 4.3513], [-0.4797, -1.0051, 3.2376], [1.0574, -2.7845, 4.1186], [1.5010, -3.7240, 2.6849], [1.2133, -5.2088, 4.5895], [-0.0144, -5.5483, 3.3588], [-2.0974, -6.0436, 4.6446], [-2.1890, -4.5464, 3.6771], [-2.6723, -4.5333, 5.3831]], "nbo_charge": [-0.717, 0.812, -0.608, -0.550, -0.062, -0.430, -0.393, -0.401, -0.370, -0.411, -0.394, -0.412, 0.100, -0.749, 0.459, -0.777, -0.217, 0.726, -0.922, -0.932, 0.251, 0.241, 0.259, 0.182, 0.181, 0.217, 0.204, 0.190, 0.192, 0.206, 0.202, 0.184, 0.181, 0.183, 0.243, 0.197, 0.185, 0.202, 0.196, 0.149, -0.162, -0.159, 0.187, 0.228, 0.210, 0.226, 0.244, 0.218, 0.212, -0.262, -0.557, -0.091, -0.085, -0.555, -0.253, 0.203, 0.159, 0.201, 0.173, 0.193, 0.175, 0.168, 0.156, 0.189, 0.185], "e_above_lowest_ev": 0.000, "total_charge": -1, "homo_lumo_gap_ev": 7.055, "homo_energy_ev": -4.100}



Entry 3:
{"formula": "C18H39BiN6O10P2S", "method": "ωB97M-V/def2-TZVPD", "species": ["Bi", "C", "C", "N", "O", "C", "C", "N", "O", "H", "H", "H", "H", "H", "H", "H", "C", "N", "C", "P", "O", "O", "P", "O", "N", "C", "C", "N", "C", "C", "N", "C", "C", "H", "H", "H", "H", "H", "H", "H", "H", "H", "H", "H", "H", "H", "H", "H", "H", "H", "H", "H", "H", "H", "H", "H", "H", "O", "C", "O", "C", "O", "O", "O", "S", "C", "C", "C", "C", "H", "H", "H", "H", "H", "H", "H", "H"], "positions_angstrom": [[0.2470, -0.1535, -0.4202], [2.3523, -4.2140, 0.3015], [1.5129, -3.0515, -0.1223], [1.3504, -2.0205, 0.6283], [2.0097, -1.9842, 1.8323], [0.9002, -3.0455, -1.4232], [0.9888, -4.2619, -2.2942], [0.3267, -1.9522, -1.8537], [-0.1701, -1.8442, -3.0094], [2.5343, -4.1594, 1.3744], [3.3109, -4.1710, -0.2160], [1.8671, -5.1534, 0.0589], [1.5199, -1.3251, 2.3804], [2.0275, -4.4454, -2.5674], [0.4123, -4.0956, -3.2018], [0.6023, -5.1444, -1.7873], [2.0386, 3.1405, 1.4767], [0.9145, 3.5762, 2.2745], [1.2394, 4.5084, 3.3302], [-0.4476, 2.6425, 2.4304], [-0.5974, 1.6182, 1.3901], [-0.3952, 2.0296, 3.9429], [-0.1519, 0.4460, 4.2748], [0.6688, -0.2069, 3.2473], [-1.6051, -0.2488, 4.6030], [-2.3085, -0.9752, 3.5654], [-2.4732, 0.3698, 5.5799], [0.5531, 0.5595, 5.8068], [0.9796, -0.7649, 6.2333], [1.6006, 1.5523, 5.9514], [-1.6451, 3.8022, 2.5822], [-1.9684, 4.3631, 1.2789], [-2.8040, 3.5860, 3.4265], [2.5670, 4.0248, 1.1095], [1.6658, 2.5694, 0.6284], [2.7450, 2.5215, 2.0447], [1.6811, 5.4092, 2.8961], [1.9504, 4.0869, 4.0499], [0.3197, 4.7719, 3.8457], [-1.6009, -1.3085, 2.8126], [-3.0678, -0.3596, 3.0742], [-2.7978, -1.8477, 4.0007], [-1.8749, 0.9684, 6.2634], [-2.9827, -0.4164, 6.1403], [-3.2288, 1.0003, 5.1004], [0.1415, -1.4477, 6.1174], [1.2730, -0.7261, 7.2827], [1.8208, -1.1490, 5.6455], [1.1781, 2.5367, 5.7575], [2.4425, 1.3776, 5.2699], [1.9648, 1.5127, 6.9793], [-1.0582, 4.4044, 0.6824], [-2.3584, 5.3738, 1.4101], [-2.7033, 3.7582, 0.7405], [-2.4778, 3.1413, 4.3643], [-3.5560, 2.9411, 2.9574], [-3.2632, 4.5545, 3.6389], [-3.4345, -1.5461, 0.9055], [-2.5075, -0.9947, 0.3633], [-1.2515, -1.2735, 0.6204], [-2.7270, 0.1149, -0.6914], [-3.8316, 0.5514, -0.9101], [-1.6412, 0.5018, -1.2885], [0.5623, 2.0607, -3.0900], [0.1785, 0.6589, -3.3429], [-1.4212, 0.7043, -4.2519], [-1.2056, 0.0260, -5.5891], [0.1809, 0.4496, -6.0607], [1.0972, 0.1591, -4.8882], [-1.6684, 1.7590, -4.3350], [-2.1478, 0.1981, -3.6289], [-1.9828, 0.2995, -6.3058], [-1.2243, -1.0540, -5.4421], [0.1832, 1.5181, -6.2860], [0.4938, -0.0925, -6.9564], [2.0369, 0.7023, -4.9095], [1.2653, -0.9087, -4.7772]], "mulliken_charge": [1.203, -1.654, 0.578, 0.606, -0.656, 0.483, -1.768, 0.662, -0.748, 0.412, 0.323, 0.386, 0.720, 0.336, 0.354, 0.395, -0.693, 0.412, -1.025, -1.209, 0.799, -0.410, 0.722, -0.976, 0.359, -0.830, -1.002, 0.033, -1.059, -0.815, 0.289, -0.993, -0.794, 0.354, -0.006, 0.246, 0.343, 0.293, 0.322, -0.035, 0.338, 0.299, 0.349, 0.316, 0.281, 0.356, 0.387, 0.298, 0.114, 0.291, 0.458, 0.337, 0.342, 0.312, 0.177, 0.261, 0.417, -0.657, 0.657, -0.417, 0.492, -0.651, -0.627, -0.816, 0.758, -0.650, -0.601, -0.610, -0.808, 0.508, 0.154, 0.428, 0.189, 0.288, 0.374, 0.453, 0.245], "homo_lumo_gap_ev": [8.096, 8.095], "homo_energy_ev": [-8.046, -8.045]}